One molecule with the formula C3H4N2OS2. Source: the OMol25 dataset; level of theory: ωB97M-V/def2-TZVPD.

Positions of all 12 atoms, in Å:
C 2.03522 -0.04819 -0.54900
C 1.96922 -1.27829 0.07400
C -0.30878 -0.31165 -0.21867
N 0.99940 0.61075 -0.84280
N -2.03657 1.26917 0.73220
O -2.67831 -1.03028 0.00184
S 0.36871 -1.67621 0.43713
S -1.97636 0.10186 -0.55313
H 2.85716 0.53563 -0.90409
H 2.86279 -1.78676 0.33822
H -1.21755 1.82127 0.83536
H -2.87495 1.79270 0.64894

- Energy above the lowest of the compared OMol25 structures with the same formula, charge and spin: 3.7743 eV
- Energy: -1097.7158 Eh
- Orbital gap: 8.4 eV
- HOMO level: -8.9 eV
- Strongest force on any atom: 0.1551 hartree/bohr

Löwdin population analysis, charges in e, atoms 1 to 6: number 1, C, carries -0.3908; number 2, C, carries -0.3979; number 3, C, carries -0.6739; number 4, N, carries 0.0500; number 5, N, carries -0.1631; number 6, O, carries -0.5124



One molecule with the formula C3H4N2S. Source: the OMol25 dataset; level of theory: ωB97M-V/def2-TZVPD.

Positions of all 10 atoms, in Å:
C 0.40343 -3.10619 -1.91477
C 0.12904 0.16627 0.24235
C -0.40120 -2.19868 -2.56358
N 1.16211 -3.83243 -1.42949
N -0.74868 0.19839 -0.87105
S -0.97481 -0.75600 -2.34199
H -0.25584 0.54840 1.21147
H 1.22189 0.72333 0.05436
H -1.47070 0.97649 -0.84226
H 0.30856 -0.91428 0.33554

- Energy above the lowest of the compared OMol25 structures with the same formula, charge and spin: 4.1179 eV
- Energy: -624.2745 Eh
- Orbital gap: 8.3 eV
- HOMO level: -9.4 eV
- Strongest force on any atom: 0.0657 hartree/bohr

Löwdin population analysis, charges in e, atoms 1 to 6: number 1, C, carries -0.3791; number 2, C, carries -0.2087; number 3, C, carries -0.4735; number 4, N, carries 0.1458; number 5, N, carries -0.4336; number 6, S, carries 0.9881



C3H4N2S as an isolated structure. Source: the OMol25 dataset; level of theory: ωB97M-V/def2-TZVPD.

Positions of all 10 atoms, in Å:
C 0.19979 0.75860 0.46344
C 1.11167 0.09289 -0.35180
C 0.34343 -0.74821 -1.00119
H -1.09804 1.00430 2.62564
H 2.28675 0.06331 -0.53021
H 0.57935 -1.84146 -1.46251
H -1.73312 -1.18096 -1.11204
N -0.92966 -0.46349 -0.77238
N -1.06038 0.42701 0.18366
S 0.30022 1.88800 1.95739

- Energy above the lowest of the compared OMol25 structures with the same formula, charge and spin: 3.7724 eV
- Energy: -624.2872 Eh
- Orbital gap: 8.7 eV
- HOMO level: -8.6 eV
- Strongest force on any atom: 0.1353 hartree/bohr

Löwdin population analysis, charges in e, atoms 1 to 6: number 1, C, carries -0.7129; number 2, C, carries -0.1330; number 3, C, carries -0.2206; number 4, H, carries 0.0736; number 5, H, carries 0.1530; number 6, H, carries 0.1706



A 2-piece molecular cluster, C3H4N2S overall. Source: the OMol25 dataset; level of theory: ωB97M-V/def2-TZVPD.

Positions of all 10 atoms, in Å:
C -0.61107 1.43428 -2.19195
C 1.39405 0.57610 -0.88098
C 0.20226 0.71386 -0.13540
N -0.98118 1.73118 -3.23247
N -0.56482 -0.31713 0.24519
S 2.55287 1.74466 -0.93159
H 1.56810 -0.36541 -1.39367
H 0.02428 1.66002 0.36105
H -1.44597 -0.14015 0.69961
H -0.46576 -1.20411 -0.22113

- Energy above the lowest of the compared OMol25 structures with the same formula, charge and spin: 3.6408 eV
- Energy: -624.2920 Eh
- Orbital gap: 7.6 eV
- HOMO level: -9.5 eV
- Strongest force on any atom: 0.0588 hartree/bohr

Löwdin population analysis, charges in e, atoms 1 to 6: number 1, C, carries -0.2322; number 2, C, carries -0.7070; number 3, C, carries -0.2954; number 4, N, carries -0.0449; number 5, N, carries 0.1333; number 6, S, carries 0.7114



One molecule with the formula C3H4N2S. Source: the OMol25 dataset; level of theory: ωB97M-V/def2-TZVPD.

Positions of all 10 atoms, in Å:
S -2.36681 -0.22469 -0.10651
N -0.57153 -0.14931 -0.31822
C 0.26155 0.92267 -0.22248
C 1.48002 0.40761 0.03056
N 1.49388 -0.96920 -0.02748
C 0.19058 -1.29286 -0.15072
H -2.21832 0.63357 1.16993
H -0.27480 1.93744 -0.30187
H 2.40426 0.97635 -0.06527
H -0.39883 -2.24158 -0.00794

- Energy above the lowest of the compared OMol25 structures with the same formula, charge and spin: 2.0487 eV
- SMILES: Sn1ccnc1
- Energy: -624.3505 Eh
- Orbital gap: 9.1 eV
- HOMO level: -9.0 eV
- Strongest force on any atom: 0.0847 hartree/bohr

Löwdin population analysis, charges in e, atoms 1 to 6: number 1, S, carries 0.7144; number 2, N, carries -0.4839; number 3, C, carries -0.1878; number 4, C, carries -0.1949; number 5, N, carries 0.0499; number 6, C, carries -0.2346



C3H4N2S as an isolated structure. Source: the OMol25 dataset; level of theory: ωB97M-V/def2-TZVPD.

Positions of all 10 atoms, in Å:
C 0.62940 1.47572 -0.37803
C -0.77284 0.14808 -0.21556
C -2.08468 -0.14520 -0.23719
N 1.60898 1.07430 0.32800
N 0.08333 -0.99649 0.04264
S -3.56506 -0.54838 0.07376
H 1.56883 0.37512 1.04528
H 2.41446 1.52637 0.15531
H -0.50674 -1.77863 -0.06657
H 0.62433 -1.13090 -0.74766

- Energy above the lowest of the compared OMol25 structures with the same formula, charge and spin: 5.8299 eV
- Energy: -624.2115 Eh
- Orbital gap: 7.4 eV
- HOMO level: -7.6 eV
- Strongest force on any atom: 0.0806 hartree/bohr

Löwdin population analysis, charges in e, atoms 1 to 6: number 1, C, carries 0.0294; number 2, C, carries -0.2948; number 3, C, carries -0.6961; number 4, N, carries 0.0359; number 5, N, carries -0.0091; number 6, S, carries 0.6913